# 1
Density functional theory data (wB97M-V/def2-TZVPD) for a molecular structure, C29H60Cl2FN4O42P2S10 in a non-equilibrium geometry.

Properties
* energy: -277662.3948 eV
* F_max: 0.1834 hartree/bohr
* lowest unoccupied orbital energy: -0.1938 Ha
* M: 1609.307 g mol⁻¹
* HOMO: -10.63 eV
* total charge: +1

Structure (XYZ):
```
150
C29H60Cl2FN4O42P2S10 wB97M-V/def2-TZVPD
C 7.204 -2.152 4.492
C 7.792 -0.621 4.477
Cl 8.722 -0.180 6.058
C 6.702 0.536 4.071
C 5.577 0.850 5.247
C 4.016 0.634 4.739
F 3.884 -0.571 3.889
C 3.060 0.586 6.110
C 3.187 -0.810 6.953
C 2.500 -2.127 6.279
C 3.602 -3.203 5.626
C 2.853 -3.824 4.287
S 4.063 -4.477 2.984
O 4.304 -3.268 2.003
O 3.260 -5.591 2.205
Cl 5.819 -5.279 3.775
P 1.261 0.935 5.446
N 0.190 0.554 6.596
O 0.959 0.039 3.943
O 1.048 2.638 4.990
N 3.355 1.705 7.083
C 4.816 2.055 7.178
N 5.334 2.257 8.463
N 5.788 2.151 5.983
P 5.381 3.598 5.057
O 3.901 4.365 5.549
O 5.538 3.429 3.340
H 6.173 -2.184 3.891
H 7.923 -2.884 3.925
H 7.035 -2.547 5.605
H 8.630 -0.598 3.627
H 6.156 0.361 3.048
H 7.326 1.544 3.933
H 5.750 -0.010 6.058
H 3.594 1.539 4.111
H 2.623 -0.626 7.989
H 4.288 -1.101 7.249
H 1.998 -2.739 7.173
H 1.640 -1.924 5.514
H 3.868 -4.064 6.373
H 4.578 -2.626 5.312
H 2.184 -3.025 3.714
H 2.102 -4.658 4.676
H 0.639 0.194 7.466
H 0.312 -0.707 4.204
H 0.510 3.070 5.733
H 2.727 2.527 6.977
H 4.906 1.679 9.246
H 6.123 2.904 8.683
H 3.624 4.923 4.744
H 5.142 2.580 2.984
C 0.655 -7.538 0.018
C 0.367 -7.298 1.497
O -0.863 -7.972 1.753
S -0.959 -9.283 0.788
O -0.532 -10.436 1.550
O -2.212 -9.234 0.072
O 0.242 -8.879 -0.238
H 0.057 -6.872 -0.613
H 1.714 -7.413 -0.222
H 0.282 -6.236 1.738
H 1.138 -7.753 2.128
C -1.633 0.653 1.965
C -1.541 1.831 0.999
O -2.683 1.711 0.154
S -3.906 1.051 1.007
O -4.757 2.121 1.478
O -4.408 -0.091 0.279
O -3.020 0.515 2.267
H -1.293 -0.274 1.491
H -1.059 0.823 2.880
H -0.621 1.815 0.409
H -1.614 2.785 1.532
C -5.147 -5.038 0.343
C -3.630 -5.120 0.199
O -3.269 -3.993 -0.596
S -4.304 -2.771 -0.283
O -3.685 -1.892 0.684
O -4.850 -2.304 -1.536
O -5.443 -3.650 0.484
H -5.649 -5.403 -0.559
H -5.510 -5.595 1.211
H -3.306 -6.048 -0.278
H -3.136 -5.020 1.172
C -5.154 2.996 -3.786
C -3.797 3.620 -4.101
O -3.488 4.431 -2.970
S -4.125 3.745 -1.635
O -3.086 2.983 -0.979
O -4.927 4.733 -0.952
O -5.122 2.699 -2.391
H -5.966 3.708 -3.964
H -5.335 2.086 -4.365
H -3.817 4.221 -5.013
H -3.021 2.852 -4.189
C 7.188 7.408 1.079
C 6.145 8.225 1.837
O 5.216 7.269 2.343
S 6.009 5.881 2.668
O 6.320 5.859 4.080
O 5.330 4.798 1.995
O 7.378 6.223 1.851
H 6.817 7.115 0.092
H 8.133 7.946 0.968
H 5.640 8.952 1.197
H 6.595 8.743 2.691
C -1.065 -9.302 -5.162
C 0.081 -10.306 -5.086
O 1.111 -9.643 -4.355
S 0.425 -8.636 -3.270
O 0.385 -9.310 -1.992
O 0.991 -7.319 -3.449
O -1.080 -8.643 -3.897
H -0.880 -8.550 -5.935
H -2.027 -9.787 -5.350
H 0.440 -10.604 -6.074
H -0.212 -11.198 -4.522
C -3.612 5.483 -9.682
C -4.655 6.300 -8.924
O -5.584 5.344 -8.419
S -4.791 3.956 -8.094
O -4.480 3.934 -6.682
O -5.470 2.873 -8.767
O -3.422 4.298 -8.910
H -3.983 5.190 -10.670
H -2.667 6.021 -9.794
H -5.160 7.027 -9.565
H -4.205 6.818 -8.070
C -5.714 -3.660 -4.792
C -4.383 -4.318 -4.437
O -4.170 -5.299 -5.449
S -4.823 -4.769 -6.847
O -3.771 -4.175 -7.640
O -5.710 -5.791 -7.353
O -5.725 -3.566 -6.215
H -6.558 -4.287 -4.486
H -5.817 -2.668 -4.343
H -4.398 -4.781 -3.448
H -3.561 -3.596 -4.487
C -6.005 10.915 -6.031
C -4.674 10.257 -5.676
O -4.461 9.276 -6.688
S -5.115 9.806 -8.085
O -4.062 10.400 -8.879
O -6.001 8.784 -8.591
O -6.016 11.009 -7.454
H -6.849 10.288 -5.724
H -6.108 11.907 -5.582
H -4.690 9.794 -4.686
H -3.852 10.979 -5.726
```

=====

# 2
Density functional theory data (wB97M-V/def2-TZVPD) for 8 unconnected molecules or ions with the total composition C29H60N11O18 in a non-equilibrium geometry.

Properties
* energy: -84262.1913 eV
* F_max: 0.0311 hartree/bohr
* lowest unoccupied orbital energy: -0.0802 Ha
* M: 850.858 g mol⁻¹
* HOMO: -10.50 eV
* total charge: +1

Structure (XYZ):
```
118
C29H60N11O18 wB97M-V/def2-TZVPD
C 3.149 -4.737 -1.807
C 2.362 -4.476 -0.758
N 2.190 -3.142 -0.232
C 3.175 -2.672 0.742
C 2.738 -2.969 2.196
C 2.524 -1.737 3.081
C 3.711 -0.793 3.204
O 4.736 -1.272 4.079
C 5.605 -2.141 3.489
O 6.430 -1.815 2.684
C 1.172 -2.371 -0.571
N 0.204 -2.722 -1.437
C -0.625 -1.686 -1.503
C -1.853 -1.645 -2.332
C -2.709 -2.917 -2.135
C -4.169 -2.581 -1.820
C -4.835 -1.741 -2.911
C -4.272 -1.999 -0.382
C -4.822 -0.571 -0.239
C -4.589 -0.061 1.160
C -4.535 1.221 1.510
C -4.504 2.317 0.461
C -4.527 1.643 2.958
N -0.204 -0.704 -0.714
O -0.728 0.518 -0.502
C 0.156 1.556 -1.015
C 0.711 2.406 0.102
C 1.351 3.648 -0.501
O 1.740 1.722 0.841
N 0.951 -1.124 -0.106
H 3.098 -4.194 -2.745
H 3.846 -5.566 -1.770
H 1.808 -5.263 -0.248
H 3.336 -1.602 0.578
H 4.113 -3.169 0.519
H 3.480 -3.623 2.657
H 1.817 -3.552 2.161
H 1.628 -1.177 2.792
H 2.309 -2.106 4.088
H 4.143 -0.553 2.227
H 3.360 0.155 3.610
H 5.515 -3.192 3.799
H -1.504 -1.589 -3.365
H -2.419 -0.742 -2.108
H -2.315 -3.542 -1.332
H -2.650 -3.524 -3.040
H -4.701 -3.536 -1.813
H -4.415 -0.738 -2.998
H -5.892 -1.632 -2.667
H -4.788 -2.278 -3.854
H -3.293 -2.043 0.109
H -4.917 -2.649 0.215
H -5.903 -0.587 -0.398
H -4.333 0.081 -0.965
H -4.474 -0.802 1.948
H -3.612 2.186 -0.157
H -5.370 2.238 -0.198
H -4.482 3.299 0.926
H -4.003 2.596 3.056
H -3.996 0.917 3.575
H -5.536 1.748 3.357
H -0.433 2.192 -1.677
H 0.951 1.112 -1.616
H -0.065 2.732 0.799
H 2.280 3.351 -0.991
H 1.623 4.351 0.284
H 0.688 4.145 -1.204
H 1.326 1.267 1.582
H 1.470 -0.553 0.540
C 7.379 0.480 5.305
N 8.270 1.661 5.473
O 7.779 2.762 5.329
O 9.429 1.435 5.744
H 6.380 0.827 5.072
H 7.783 -0.125 4.500
H 7.394 -0.064 6.245
C -0.153 7.850 -0.319
N -0.907 6.784 -1.025
O -1.105 5.738 -0.438
O -1.272 7.022 -2.156
H 0.107 7.496 0.671
H 0.731 8.048 -0.913
H -0.792 8.727 -0.268
C 5.879 -0.184 -1.390
N 5.044 -1.353 -1.785
O 4.063 -1.152 -2.474
O 5.400 -2.438 -1.378
H 5.441 0.709 -1.818
H 5.890 -0.145 -0.304
H 6.880 -0.359 -1.771
C -2.580 4.048 5.793
N -3.969 3.511 5.766
O -4.841 4.228 5.324
O -4.128 2.387 6.190
H -2.596 5.052 5.386
H -2.251 4.043 6.827
H -1.967 3.383 5.190
C 1.509 7.516 -4.378
N 2.364 6.893 -3.329
O 1.858 6.683 -2.240
O 3.505 6.631 -3.623
H 0.523 7.682 -3.958
H 1.984 8.448 -4.669
H 1.474 6.827 -5.216
C -0.617 -8.785 -0.192
N 0.404 -7.719 -0.382
O 0.311 -6.710 0.295
O 1.270 -7.921 -1.201
H -1.315 -8.456 0.568
H -1.108 -8.933 -1.148
H -0.090 -9.684 0.112
C -7.144 -1.984 -7.117
N -6.369 -2.719 -6.080
O -6.808 -2.746 -4.949
O -5.334 -3.245 -6.436
H -8.031 -1.573 -6.650
H -6.500 -1.202 -7.508
H -7.397 -2.697 -7.895
```

=====

# 3
Density functional theory data (wB97M-V/def2-TZVPD) for 3 unconnected molecules or ions with the total composition C29H61N6O in a non-equilibrium geometry.

Properties
* energy: -42041.9347 eV
* F_max: 0.0361 hartree/bohr
* lowest unoccupied orbital energy: -0.1579 Ha
* M: 509.848 g mol⁻¹
* HOMO: -9.10 eV
* total charge: +1

Structure (XYZ):
```
97
C29H61N6O wB97M-V/def2-TZVPD
C 1.216 -3.563 7.938
N 0.265 -3.030 6.936
C 0.893 -2.958 5.591
C -0.134 -3.375 4.567
C 0.082 -4.473 3.749
N -0.769 -4.926 2.865
N -1.875 -4.257 2.750
C -2.905 -4.763 1.775
C -2.359 -5.565 0.601
C -3.276 -6.805 0.427
C -2.368 -4.748 -0.746
C -2.205 -3.197 3.456
C -1.330 -2.703 4.401
C -1.700 -1.501 5.202
C -1.468 -0.155 4.394
C -0.790 -0.339 3.035
C -0.614 1.060 2.394
N 0.549 1.073 1.482
C 0.396 0.047 0.435
C 0.603 2.417 0.934
C -0.227 2.819 -0.286
O 1.304 3.241 1.486
H 1.263 -4.657 7.924
H 2.196 -3.107 7.824
H 0.827 -3.308 8.925
H -0.438 -3.756 6.831
H 1.723 -3.669 5.500
H 1.241 -1.945 5.379
H 1.031 -4.984 3.865
H -3.463 -3.894 1.432
H -3.604 -5.363 2.363
H -1.355 -5.967 0.707
H -3.222 -7.367 1.365
H -4.312 -6.528 0.240
H -2.847 -7.450 -0.337
H -2.902 -5.337 -1.485
H -1.335 -4.579 -1.045
H -2.852 -3.792 -0.546
H -3.158 -2.708 3.320
H -1.107 -1.420 6.107
H -2.738 -1.556 5.535
H -0.843 0.490 5.010
H -2.437 0.332 4.273
H 0.199 -0.798 3.111
H -1.425 -0.897 2.344
H -0.539 1.841 3.148
H -1.518 1.233 1.784
H 0.934 0.379 -0.450
H 0.891 -0.861 0.783
H -0.651 -0.158 0.176
H -0.037 2.124 -1.102
H -1.282 2.824 -0.002
H 0.064 3.828 -0.562
C 1.347 8.916 -3.063
C 1.469 7.750 -2.093
N 2.713 7.018 -2.233
C 2.711 5.737 -1.549
C 2.586 5.729 -0.021
C 3.928 7.804 -2.102
C 4.134 8.601 -0.809
H 1.513 8.588 -4.090
H 0.345 9.344 -3.003
H 2.055 9.714 -2.835
H 0.643 7.062 -2.297
H 1.318 8.122 -1.067
H 3.613 5.186 -1.832
H 1.882 5.148 -1.959
H 3.505 6.058 0.461
H 2.392 4.714 0.325
H 1.763 6.353 0.330
H 3.969 8.505 -2.940
H 4.789 7.147 -2.257
H 3.247 9.171 -0.529
H 4.947 9.317 -0.949
H 4.412 7.962 0.028
C -0.743 -1.594 -7.474
C -0.829 -1.213 -6.003
N -1.268 -2.307 -5.155
C -1.654 -1.886 -3.823
C -0.573 -1.280 -2.919
C -0.478 -3.524 -5.230
C 1.023 -3.429 -4.929
H -1.683 -2.026 -7.821
H -0.539 -0.706 -8.073
H 0.059 -2.307 -7.667
H -1.554 -0.399 -5.914
H 0.141 -0.801 -5.684
H -2.116 -2.732 -3.303
H -2.457 -1.149 -3.926
H 0.122 -2.036 -2.552
H -1.042 -0.827 -2.041
H -0.004 -0.498 -3.423
H -0.594 -3.940 -6.234
H -0.927 -4.274 -4.573
H 1.498 -2.601 -5.456
H 1.518 -4.346 -5.256
H 1.223 -3.321 -3.864
```